40
Properties=species:S:1:pos:R:3:forces:R:3:nbo_charge:R:1 method="wB97M-V/def2-TZVPD" spin_multiplicity=6 charge=+1 e_tot_ha=-3081.2874 gap_ev="11.2 / 11.8"
Mn 0.0261 0.0756 0.0247 0.68 0.51 0.18 1.5797
N -0.7925 0.5717 -2.1751 0.12 -2.31 2.66 -1.3745
S -0.4052 1.8034 -2.9743 1.77 3.08 -2.45 2.5519
O 0.1788 2.7572 -2.0501 -0.29 -0.79 -0.33 -0.9653
O -1.3541 2.1869 -3.9595 0.55 0.05 0.66 -0.8504
F 0.9012 1.2912 -3.8198 -1.18 0.35 0.92 -0.4994
S -1.6016 -0.6260 -2.8059 -1.48 0.85 0.35 2.5818
O -1.3523 -1.7877 -2.0150 -0.60 -0.45 -0.45 -0.9658
O -1.5286 -0.6508 -4.2038 -0.47 -0.46 -0.41 -0.8289
F -3.0789 -0.1873 -2.3125 1.09 -0.57 -0.80 -0.4840
C 1.0304 -3.1500 -0.1653 0.09 0.40 1.36 -0.2405
O 0.1333 -2.0302 -0.0997 0.05 0.33 0.58 -0.8431
H 0.8435 -3.6888 -1.0756 0.20 -0.29 -0.39 0.2098
H 2.0389 -2.7133 -0.1093 -0.30 -0.69 -0.12 0.1866
H 0.8202 -3.7841 0.7240 0.37 0.22 -0.70 0.1960
H -0.6013 -2.1412 -0.7333 0.18 -0.29 -0.15 0.5144
C 0.8180 -1.4796 2.9762 -0.28 -0.04 -0.21 -0.2525
O 0.7759 -0.1048 2.5863 0.46 -0.90 -1.57 -0.7408
H -0.0417 -2.0763 2.6962 -0.42 0.20 -0.36 0.1720
H 1.6814 -1.9545 2.5861 0.91 -0.17 -0.59 0.1887
H 0.8965 -1.5140 4.0211 0.16 -0.19 1.60 0.1911
H 0.1264 0.2618 3.1542 -0.94 0.95 0.72 0.4810
C -0.0077 2.7556 2.0756 0.26 3.23 -0.79 -0.2766
O -0.0612 2.1162 0.8068 -0.16 -1.34 -0.31 -0.8084
H 0.9297 2.6156 2.6233 -0.25 -0.23 -0.31 0.2110
H -0.1252 3.8222 1.7530 0.71 -0.42 0.94 0.2064
H -0.8800 2.6994 2.7053 -0.47 -1.20 0.07 0.1987
H 0.1039 2.7481 0.0939 -0.06 0.06 -0.05 0.5322
C -2.8842 0.7318 0.9823 0.04 2.15 1.32 -0.2669
O -1.8919 -0.2583 0.8295 -0.51 -0.61 -0.28 -0.7756
H -3.7199 0.7207 0.3053 0.07 -0.36 -0.77 0.2127
H -3.3044 0.6989 1.9857 0.03 -0.18 0.18 0.1895
H -2.3223 1.6594 0.9089 -0.52 0.25 -0.19 0.1973
H -2.4145 -1.0357 0.6734 0.24 -1.26 -0.17 0.5087
C 3.0190 -0.3380 -0.9630 2.41 -1.67 0.35 -0.2603
O 2.0389 0.6064 -0.6630 -1.08 0.69 0.42 -0.7877
H 2.6810 -1.1458 -1.6001 -0.42 0.13 -0.53 0.1800
H 3.9134 0.1112 -1.4190 -0.43 0.04 0.08 0.2142
H 3.4150 -0.9000 -0.0572 -0.77 1.21 -0.55 0.1924
H 1.9960 1.3329 -1.3102 0.23 -0.29 0.08 0.5250

***

41
Properties=species:S:1:pos:R:3:forces:R:3:nbo_charge:R:1 method="wB97M-V/def2-TZVPD" charge=-1 e_tot_ha=-1226.4865 gap_ev=9.6 relative_energy_kcal_mol=2.7
F 0.2192 -0.1951 0.6446 0.01 -0.24 -0.13 -0.8690
C -0.6079 -1.7403 -2.4815 -0.82 -0.50 -1.38 0.7631
O -0.9677 -2.3123 -3.5193 0.35 0.56 0.67 -0.6964
N -0.8572 -0.4444 -2.1891 -0.38 0.84 0.52 -0.8593
N 0.0811 -2.3744 -1.5134 0.75 -1.34 -0.06 -0.8502
H -1.6284 -0.0157 -2.6802 0.19 0.02 0.09 0.4044
H -0.7802 -0.2383 -1.1904 -0.08 0.34 -0.35 0.4185
H 0.5413 -1.8696 -0.7777 0.06 0.25 0.26 0.4160
H 0.5365 -3.1897 -1.8956 0.03 -0.08 0.47 0.3929
C -3.3303 0.6899 1.4593 -0.13 0.19 -0.78 0.7722
O -4.4263 0.5736 1.9934 -0.05 -0.26 0.23 -0.7027
N -2.2349 -0.0514 1.7847 -0.12 -0.27 0.45 -0.8941
N -3.1206 1.5586 0.4365 1.40 0.14 -0.28 -0.8577
H -1.2963 0.0078 1.3457 -0.75 -0.14 0.13 0.4368
H -2.5225 -0.8788 2.2795 0.49 -0.02 0.26 0.3941
H -2.2280 1.6061 -0.0477 -0.26 0.09 0.07 0.4107
H -3.8673 2.0198 -0.0119 -0.82 0.35 -0.01 0.3895
C 3.2581 0.3540 -1.1669 3.57 -0.62 0.75 0.7665
O 4.4719 0.2738 -1.4747 -1.70 -0.03 -0.04 -0.7026
N 2.3195 0.5802 -2.1213 -1.38 0.18 0.37 -0.8448
N 2.9556 0.2433 0.1869 -1.80 0.71 -1.58 -0.8856
H 1.3467 0.4902 -1.8814 -0.35 0.10 0.51 0.4009
H 2.4386 0.0777 -2.9727 0.80 -0.02 -0.59 0.3989
H 3.6906 -0.2242 0.6644 0.32 -0.19 0.42 0.4001
H 1.9651 0.0677 0.4299 0.52 -0.25 0.14 0.4333
C -0.0746 -2.7846 2.9961 0.50 3.53 -4.23 0.7844
O -0.0520 -3.6610 3.7658 -0.06 -3.61 3.69 -0.6711
N 0.5989 -1.5983 3.2158 -0.46 -0.41 -0.07 -0.8806
N -0.6664 -2.9943 1.7402 0.74 -0.20 1.75 -0.8839
H 0.6132 -0.8228 2.5558 -0.09 -0.33 0.20 0.4328
H 0.9689 -1.5687 4.1545 0.01 0.45 -0.36 0.3922
H -0.9109 -2.2559 1.1136 -0.17 0.06 -0.31 0.4155
H -1.0878 -3.9118 1.7983 -0.37 0.46 -0.79 0.3978
C 0.1984 2.9389 -0.9914 -1.83 -0.16 1.24 0.7730
O -0.9243 2.5803 -1.3847 0.57 -0.29 -0.35 -0.7288
N 0.7598 4.0305 -1.5249 0.25 0.69 -0.94 -0.8253
N 0.7088 2.3998 0.1427 -0.39 -0.59 0.09 -0.8621
H 0.3476 4.3418 -2.3821 -0.07 0.04 -0.10 0.3986
H 1.6467 4.3990 -1.2917 0.72 -0.03 0.32 0.3871
H 1.6739 2.3850 0.4049 0.46 0.35 -0.30 0.3942
H 0.2434 1.5139 0.3863 0.35 0.23 0.03 0.4406

***

42
Properties=species:S:1:pos:R:3:forces:R:3:nbo_charge:R:1 method="wB97M-V/def2-TZVPD" spin_multiplicity=2 charge=+3 e_tot_ha=-1263.4780 gap_ev="3.8 / 3.0"
Y 0.5952 -1.1695 2.2790 -2.02 3.91 -3.54 2.6234
F -0.6240 -0.2388 0.4480 1.63 -1.45 2.20 -0.8278
C -3.3179 -3.6399 -0.7701 -2.73 -4.74 -0.11 0.7430
O -3.8503 -4.2946 0.1233 0.59 1.33 0.06 -0.6240
N -3.4609 -3.9667 -2.0657 0.25 0.19 -1.39 -0.8132
N -2.4841 -2.6391 -0.6230 2.06 2.76 1.41 -0.8363
H -3.8911 -4.8297 -2.3662 -0.01 0.23 0.22 0.4371
H -2.8219 -3.4829 -2.6802 -0.64 -0.55 -0.55 0.3582
H -1.8650 -2.4638 -1.4015 0.16 0.40 0.72 0.3753
H -2.2465 -2.5155 0.3508 0.32 0.46 -0.47 0.3731
C 0.3856 0.8503 -2.5963 -2.54 -0.84 2.93 0.6844
O 0.8971 1.1025 -3.6679 1.92 1.69 -4.79 -0.0111
N -0.7485 1.2790 -2.1504 -1.39 1.01 -0.09 -0.7212
N 0.9949 0.0042 -1.8277 2.22 -1.45 0.35 -0.7870
H -1.2983 2.0242 -2.5534 -0.02 0.02 -0.04 0.4689
H -0.9905 0.8293 -1.2790 -0.89 0.28 0.11 0.4416
H 0.6292 -0.1222 -0.8947 0.14 -0.44 0.35 0.4492
H 1.7933 -0.4605 -2.2360 0.00 -0.26 0.52 0.4308
C 1.0355 3.7096 0.3503 1.22 1.53 0.54 0.7336
O 1.0010 4.7119 0.9562 0.15 3.21 2.08 -0.5775
N 0.1067 2.8270 0.3141 -4.95 -4.47 -0.27 -0.8236
N 2.0383 3.2317 -0.3514 4.44 -1.00 -2.44 -0.8506
H 0.4399 1.9901 -0.1426 -1.06 -0.12 0.88 0.3407
H -0.6634 2.7831 0.9661 0.11 0.28 -0.41 0.4044
H 1.8351 2.5758 -1.0921 0.59 0.44 0.11 0.3485
H 2.9698 3.6193 -0.3049 -0.36 0.36 -0.29 0.4295
C -0.9208 1.9155 3.3439 -0.34 4.39 5.53 0.7915
O -0.1842 1.0626 2.9793 5.09 -7.92 -3.08 -0.8472
N -2.0698 2.2205 2.9235 -5.50 0.14 -3.16 -0.7667
N -0.6294 2.6737 4.3969 1.23 0.12 0.52 -0.7570
H -2.5204 3.0305 3.3248 -0.19 -0.12 -0.33 0.4289
H -2.7072 1.5207 2.5714 0.08 0.12 -0.46 0.4221
H -1.4077 3.2012 4.7659 0.96 0.31 0.66 0.4199
H 0.3093 2.6531 4.7692 -0.32 0.49 0.31 0.4269
C 2.5585 -2.3133 -0.3006 2.56 0.06 -3.78 0.7981
O 1.7819 -1.6154 0.3553 -2.28 0.89 4.41 -0.8787
N 3.8483 -2.1180 -0.4559 3.39 2.92 2.60 -0.7765
N 2.2563 -3.0992 -1.2975 -2.40 -2.31 -0.59 -0.7476
H 4.4041 -2.3432 -1.2686 -0.36 -0.54 -0.06 0.4387
H 4.3339 -1.3776 0.0301 -0.17 -0.01 0.50 0.4226
H 1.3691 -3.5791 -1.3507 0.09 -0.23 -0.27 0.4301
H 3.1192 -3.5468 -1.5718 -1.04 -1.06 -0.91 0.4254

***

34
Properties=species:S:1:pos:R:3:forces:R:3:nbo_charge:R:1 method="wB97M-V/def2-TZVPD" e_tot_ha=-916.7657 gap_ev=6.7 relative_energy_kcal_mol=12.5
Hg 0.2619 0.1990 0.2974 -0.98 -2.17 0.65 1.6587
C 0.6699 -2.5105 3.8142 0.36 -0.33 0.27 -0.6235
C 1.2360 -1.1562 3.4016 0.47 0.26 -0.16 -0.0109
O 0.6170 -0.4923 2.3713 -0.58 0.31 -0.43 -1.0422
H 1.1618 -2.8040 4.7498 -0.04 0.10 0.11 0.1865
H 0.9589 -3.3026 3.1191 -0.43 0.10 -0.28 0.1893
H -0.4024 -2.5079 4.0106 -0.04 0.06 -0.28 0.1999
H 2.3075 -1.3472 3.2017 0.16 0.05 -0.05 0.0970
H 1.2369 -0.5220 4.3050 -0.06 0.09 0.08 0.1121
C -3.4189 -1.9426 -0.2627 -2.05 0.44 -0.19 -0.6283
C -2.5457 -0.8112 -0.8147 0.82 -0.69 1.13 -0.0355
O -1.1918 -1.1429 -0.7620 0.48 0.79 -0.17 -0.9740
H -3.6383 -2.7123 -1.0064 0.52 -0.13 -0.01 0.1931
H -4.4155 -1.4863 -0.1212 -0.06 0.00 -0.09 0.1804
H -3.2721 -2.4231 0.7039 0.99 0.24 -0.04 0.2104
H -2.7250 0.1122 -0.2443 -0.37 0.03 0.04 0.1021
H -2.9539 -0.6317 -1.8225 0.33 0.14 -0.26 0.1168
C 0.7188 1.8559 -2.9658 -0.34 -0.36 1.44 0.7874
O 0.5336 1.2597 -1.9050 0.02 0.49 -0.96 -0.7076
N 1.9626 2.1629 -3.4053 -0.30 0.48 -1.00 -0.8316
N -0.3119 2.3287 -3.7310 0.56 -0.17 0.39 -0.8380
H 1.9948 2.5723 -4.3220 0.65 -0.02 0.04 0.3805
H 2.7903 1.8072 -2.9720 -0.07 -0.13 0.15 0.4143
H -1.2316 2.0470 -3.4434 -0.07 -0.01 -0.21 0.4231
H -0.1194 2.6916 -4.6434 -0.39 0.01 -0.16 0.3861
O -1.1487 2.0447 0.9635 -0.42 0.77 0.12 -0.9630
H -0.9000 2.9705 1.0570 0.03 -0.08 -0.01 0.4829
H -2.0581 1.9954 1.2814 0.11 -0.24 0.00 0.4989
O 2.1531 1.7521 0.6204 0.44 0.57 -0.12 -0.9535
H 2.1122 2.6607 0.9384 -0.07 -0.10 0.06 0.4823
H 3.0805 1.5016 0.6960 -0.14 -0.21 0.08 0.4905
O 1.9233 -1.1674 -0.8442 0.97 -0.33 -0.32 -0.9585
H 2.5871 -1.7571 -0.4661 -0.22 0.00 0.13 0.4867
H 2.0272 -1.2444 -1.7994 -0.30 0.05 0.05 0.4875

***

40
Properties=species:S:1:pos:R:3:forces:R:3:nbo_charge:R:1 method="wB97M-V/def2-TZVPD" smiles="NC(N)=O.NC(N)=O.NC(N)=O.NC(N)=O.NC(N)=O" e_tot_ha=-1126.3788 gap_ev=9.2 relative_energy_kcal_mol=76.8
N -10.1741 -4.3040 22.1113 3.77 -0.53 0.73 -0.8309
C -11.3161 -3.7036 22.1559 -0.94 1.30 1.16 0.7768
N -12.2122 -4.4327 21.5249 -3.43 -0.01 -0.91 -0.8385
O -11.5598 -2.6403 22.7615 0.07 -0.20 -0.48 -0.7674
H -10.1451 -5.2920 21.9034 0.40 0.24 -0.28 0.4105
H -9.3534 -3.7444 22.2939 0.40 -0.54 -0.14 0.4238
H -13.1104 -3.9756 21.4582 -0.08 -0.57 -0.20 0.3959
H -11.9604 -5.2300 20.9583 -0.19 0.17 0.14 0.4150
N -15.4988 -7.7899 19.1339 -3.60 1.33 -1.65 -0.8163
C -14.2916 -7.9473 19.5990 -0.71 -2.87 1.13 0.7456
N -13.5200 -6.9372 19.4242 2.64 4.22 -0.83 -0.8340
O -13.9867 -8.9550 20.1818 1.12 -2.33 1.16 -0.6881
H -15.6706 -6.9069 18.6749 -0.62 -0.56 -0.22 0.3729
H -16.2050 -8.5120 19.1419 0.38 0.25 0.23 0.4164
H -13.9895 -6.0628 19.2374 0.81 0.03 -0.29 0.3770
H -12.5139 -7.0239 19.4036 -0.21 0.02 0.52 0.4410
N -8.2686 -1.3359 22.9921 -4.26 0.12 4.86 -0.8171
C -7.5252 -1.7423 22.0061 -1.22 -3.18 0.61 0.7520
N -6.7687 -0.7348 21.7711 4.49 2.90 -3.60 -0.8082
O -7.5774 -2.8793 21.5353 0.37 0.57 -0.44 -0.6832
H -8.7904 -1.9447 23.6062 -0.03 -0.21 -0.52 0.4010
H -8.2605 -0.3869 23.3378 -0.06 -0.35 -0.29 0.3735
H -6.7194 0.0190 22.4415 0.40 -0.20 -0.80 0.3938
H -6.2247 -0.7615 20.9206 0.25 0.45 0.35 0.4025
N -11.0770 -7.2082 23.5067 4.88 1.45 5.33 -0.8233
C -11.6587 -7.4997 22.3995 0.46 1.06 0.22 0.7528
N -12.8496 -7.7845 22.6786 -7.14 -2.17 0.65 -0.7969
O -11.1942 -7.3143 21.3327 2.55 0.28 -5.02 -0.7115
H -11.5870 -7.1484 24.3764 0.49 -0.09 -0.26 0.3778
H -10.0728 -7.1300 23.5821 -0.27 0.15 -0.18 0.3991
H -13.5046 -8.1080 21.9812 -0.02 -0.16 -0.07 0.4331
H -13.0574 -7.8170 23.6665 -0.76 -0.48 -0.73 0.3712
N -14.1737 -2.2023 24.4023 0.79 -2.61 -0.86 -0.8478
C -14.1873 -0.8862 24.4899 -2.89 2.48 3.29 0.7504
N -13.0621 -0.3373 24.0928 2.97 0.54 -1.52 -0.8393
O -15.0426 -0.2186 25.0840 -0.54 -0.35 -0.82 -0.6979
H -13.2725 -2.4934 24.0515 -0.41 -1.18 -0.21 0.3998
H -14.8949 -2.8786 24.6088 0.12 0.79 0.14 0.4084
H -12.3949 -1.0037 23.7311 0.45 0.71 -0.49 0.4039
H -12.9050 0.6528 23.9698 -0.43 -0.44 0.28 0.4061

***

31
Properties=species:S:1:pos:R:3:forces:R:3:nbo_charge:R:1 method="wB97M-V/def2-TZVPD" spin_multiplicity=2 charge=-1 e_tot_ha=-935.8299 gap_ev="2.1 / 8.2" relative_energy_kcal_mol=21.5
N -0.3765 1.6056 -1.3205 0.41 1.94 1.13 -0.8716
C -0.2729 0.3944 -0.5352 0.91 -1.94 1.27 -0.1097
C -1.4883 -0.4934 -0.8533 -0.43 -0.99 -0.15 -0.4989
S -1.3052 -1.4782 -2.4335 -0.12 0.19 0.81 -0.1095
C -0.0340 0.5587 1.0535 -0.69 0.52 -1.12 -0.3648
N 0.0857 -0.6414 1.8584 -1.20 0.09 0.18 -0.4704
C 0.8443 -1.7831 1.4022 2.13 1.40 0.57 -0.4677
C 0.4630 -0.1945 3.2258 -1.24 -0.80 -1.41 -0.5352
H 0.0608 2.3889 -0.7913 -0.54 -0.72 -0.32 0.3793
H 0.1650 1.6420 -2.1808 0.07 -0.76 0.15 0.3677
H 0.5800 -0.2187 -0.8522 0.09 0.24 -0.11 0.1563
H -2.3337 0.1845 -0.9511 -0.24 -0.21 -0.10 0.2116
H -1.7581 -1.3530 -0.1840 0.58 1.15 0.03 0.2293
H -1.1182 -0.4451 -3.2318 0.08 0.49 -0.43 0.1077
H 0.8471 1.1845 1.2857 -0.08 0.24 -0.71 0.1477
H -0.9024 1.0972 1.4863 0.32 0.08 -0.29 0.1580
H 0.8854 -1.9450 0.3316 -0.58 0.03 -0.20 0.1985
H 1.9113 -1.5531 1.6723 -0.31 -0.68 -0.26 0.1707
H 0.5533 -2.6829 1.9215 -0.27 -0.38 0.16 0.1864
H -0.3778 0.4247 3.5761 0.61 0.46 -0.07 0.1929
H 0.3435 -1.0789 3.8436 0.83 -0.15 0.39 0.1931
H 1.4576 0.3072 3.1884 -0.49 -0.28 0.55 0.1614
H 2.4471 -0.5437 -0.8599 -0.14 -0.31 -0.21 0.4678
H 3.4915 -1.5221 -1.5826 -0.57 -0.14 0.02 0.4463
O 3.3655 -0.7064 -1.0909 0.93 0.50 0.16 -1.0471
H -3.4178 0.8404 0.8573 -0.17 -0.16 -0.15 0.4647
H -2.8976 1.7828 1.8771 -0.24 0.12 0.14 0.4601
O -3.7378 1.4318 1.5459 0.37 0.05 0.04 -0.9511
H 2.6123 2.1040 0.5996 0.19 -0.04 0.17 0.3947
H 3.7019 1.8338 -0.4640 -0.24 -0.08 0.14 0.4584
O 2.8451 2.2694 -0.3263 0.00 0.14 -0.36 -1.1267

***

32
Properties=species:S:1:pos:R:3:forces:R:3:nbo_charge:R:1 method="wB97M-V/def2-TZVPD" smiles="CC[C@@H](NC)C(N)=O.O.O.O.O" e_tot_ha=-688.1753 gap_ev=9.0 relative_energy_kcal_mol=54.6
C -0.6133 -1.7987 -1.2131 -1.13 0.33 -0.57 -0.6250
C 0.6031 -0.8985 -1.1533 0.97 0.19 1.46 -0.4209
C 0.2039 0.4460 -0.5386 -0.95 0.63 -1.81 -0.1299
N 1.1666 1.4068 -0.0714 1.76 0.66 0.00 -0.6364
C 2.1515 0.9287 0.9215 0.28 0.09 -0.70 -0.4131
C -0.7649 1.1561 -1.5965 -0.98 0.77 1.00 0.7075
N -1.3132 2.3999 -1.2654 1.06 -0.80 -0.25 -0.8637
O -1.1002 0.6470 -2.6371 0.51 -0.14 -0.45 -0.6175
H -0.4120 -2.7042 -1.7571 0.21 -0.63 0.10 0.2180
H -1.0823 -2.0226 -0.2393 0.59 -0.05 -0.15 0.1944
H -1.4107 -1.3131 -1.8138 0.55 -0.25 0.39 0.2323
H 1.3697 -1.2810 -0.4519 -0.42 -0.34 -0.24 0.1961
H 1.1444 -0.8023 -2.0831 -0.28 0.20 -0.53 0.2238
H -0.3673 0.1675 0.3311 -0.65 0.06 0.51 0.1900
H 1.7377 1.8343 -0.8043 -0.64 -0.62 -0.05 0.3660
H 2.5925 -0.0514 0.6582 -0.36 0.17 0.33 0.1749
H 1.6613 0.9132 1.8885 0.23 -0.23 0.34 0.1865
H 3.0347 1.6090 0.9363 -0.88 -0.18 0.16 0.2043
H -1.4104 2.6980 -0.3257 0.25 0.19 0.74 0.4057
H -1.7612 2.9489 -1.9784 -0.23 -0.39 -0.07 0.3953
O -2.8550 1.0430 1.4256 -0.11 -3.07 -3.04 -0.9295
H -2.9869 0.4013 0.5850 0.03 2.64 2.34 0.4716
H -2.3560 0.3685 1.9076 0.10 0.39 0.65 0.4609
O -0.6656 -1.6773 3.2247 0.18 0.96 -1.38 -0.9682
H -0.7943 -0.8141 3.6246 -0.11 -0.39 0.60 0.4823
H -0.8047 -2.4047 3.8128 -0.21 -0.09 1.00 0.4855
O 1.3945 2.2782 -2.9276 0.66 0.12 1.66 -0.9753
H 1.0935 2.9053 -2.2176 -0.07 -0.47 -1.93 0.4889
H 1.1203 2.4675 -3.8221 -0.49 0.63 0.13 0.4931
O 0.6544 -3.8579 2.4854 1.81 -2.11 -0.16 -0.9766
H 1.0496 -3.0101 2.6485 -1.04 0.72 -0.01 0.4991
H -0.2798 -3.9834 2.4465 -0.62 1.00 -0.07 0.4796